Entry from OMol25: a molecular structure, C5H14F9FeN4O14S3 (the ωB97M-V functional and the def2-TZVPD basis).

Structure (XYZ):
```
50
Properties=species:S:1:pos:R:3
Fe 0.3053 0.0946 0.5183
C -2.4007 1.0792 -2.8390
F -3.4286 1.7123 -3.3781
F -2.1969 -0.0324 -3.5172
F -1.3572 1.9020 -2.8968
S -2.6954 0.6501 -1.0666
O -3.2835 1.8325 -0.4851
O -3.5554 -0.4887 -1.0923
O -1.3446 0.3620 -0.5419
C -1.2322 -3.8184 -1.7125
F -1.3169 -3.1634 -2.8791
F -2.3525 -3.6976 -1.0150
F -0.9972 -5.1048 -1.9602
S 0.2293 -3.1712 -0.7769
O 1.3903 -3.4563 -1.5982
O 0.0223 -1.7330 -0.5839
O 0.2629 -3.8735 0.4956
C 3.5882 1.0806 3.5901
F 4.3792 2.0204 3.0888
F 3.8213 -0.1030 3.0365
F 3.8364 0.9914 4.8877
S 1.8081 1.5679 3.2944
O 1.1109 0.9771 4.4131
O 1.7884 2.9982 3.2069
O 1.4849 0.9290 2.0071
O 2.2129 -0.5497 0.0239
H 2.8232 -0.0560 -0.5393
H 2.5962 -1.4302 0.1397
O 0.3164 -1.4690 1.8879
H 0.4283 -1.5058 2.8472
H 0.0301 -2.3673 1.5967
O 0.5263 2.0588 -0.0440
H 1.4000 2.4613 0.0698
H 0.0047 2.6782 -0.5714
C -1.9390 1.3805 2.7670
O -1.1166 0.8115 2.0363
N -1.8174 1.3609 4.1250
N -3.0347 2.0126 2.2804
H -2.3484 1.8926 4.7828
H -0.8893 1.0597 4.4126
H -3.7769 2.4103 2.8193
H -3.2156 1.9547 1.2846
C 1.2067 -0.1128 -3.4841
O 1.1040 0.2694 -2.3198
N 1.5529 -1.3973 -3.8159
N 0.9453 0.7061 -4.5715
H 1.5138 -1.6357 -4.7878
H 1.7430 -2.1470 -3.1656
H 1.1956 0.3981 -5.4896
H 0.6723 1.6611 -4.4797
```

Summary:
Charge: 0
2S+1: 6
Energy above the lowest of the compared OMol25 structures with the same formula, charge and spin: 0.00 kJ/mol
Kohn-Sham gap (spin up / spin down): 10.202 / 7.306 eV



Entry from OMol25: 2 unconnected molecules or ions with the total composition C5H14FNO6PS (the ωB97M-V functional and the def2-TZVPD basis).

Structure (XYZ):
```
29
Properties=species:S:1:pos:R:3
C -1.6450 -2.2462 0.1903
C -1.4942 -0.9015 -0.5265
C -0.0756 -0.6652 -1.0257
F 0.9417 -1.0545 -0.1009
C 0.2839 0.7706 -1.4030
O -0.7939 1.3761 -2.1011
S -1.4607 2.6029 -1.3167
O -2.5487 2.1623 -0.5109
O -1.6374 3.6542 -2.2410
O -0.2264 2.8545 -0.3331
C 0.6800 1.7377 -0.2495
N 1.9900 2.2656 -0.4776
P 0.5117 1.1866 1.5578
O 1.8349 0.8478 2.1425
H -1.6005 -3.0898 -0.4994
H -2.6275 -2.2814 0.6627
H -0.9184 -2.3590 0.9996
H -1.8321 -0.0969 0.1232
H -2.1151 -0.9204 -1.4228
H 0.0587 -1.2837 -1.9159
H 1.1209 0.7806 -2.1030
H 2.2035 2.9838 0.2087
H 2.6900 1.5379 -0.3656
H -0.1536 2.2639 2.1625
H -0.3904 0.1117 1.6251
O 1.7057 -3.2364 1.6337
H 2.6525 -3.4528 1.7560
H 1.5872 -2.4566 1.0377
H 1.2590 -3.0916 2.4925
```

Summary:
Charge: +1
Kohn-Sham gap: 8.407 eV



Entry from OMol25: a molecular structure, C5H14MnO4P (the ωB97M-V functional and the def2-TZVPD basis).

Structure (XYZ):
```
25
Properties=species:S:1:pos:R:3
O -2.8216 3.0073 -0.3726
C -2.1040 2.2204 -1.0089
O -2.6781 1.1371 -1.7552
C -0.4976 2.3609 -1.1032
C 0.2741 0.9710 -0.9531
P 0.0647 0.1250 0.7754
O -0.0826 -0.4668 2.3900
C 0.7373 -1.5294 0.0857
C 1.1234 -2.6365 1.1787
O 2.3124 -2.2584 1.9514
H -2.4251 0.2667 -1.3738
H -0.2964 2.7317 -2.1815
H -0.1607 3.1808 -0.3882
H 1.4108 1.0698 -1.1122
H -0.0907 0.1562 -1.7091
H -1.2768 -0.3283 0.3889
H -0.5811 1.3631 1.2186
H 1.3853 0.6220 1.1238
H -0.2714 0.2871 3.0023
H -0.0057 -1.9785 -0.6761
H 1.7117 -1.2957 -0.5028
H 0.2609 -2.9826 1.8382
H 1.4559 -3.5746 0.5819
H 2.7107 -1.5092 1.4440
Mn -0.1554 -0.9390 -2.8422
```

Summary:
Charge: +1
2S+1: 6
Energy above the lowest of the compared OMol25 structures with the same formula, charge and spin: 0.00 kJ/mol
Kohn-Sham gap (spin up / spin down): 4.030 / 4.032 eV



Entry from OMol25: 2 unconnected molecules or ions with the total composition C5H14N2 (the ωB97M-V functional and the def2-TZVPD basis).

Structure (XYZ):
```
21
Properties=species:S:1:pos:R:3
C -1.3545 -2.0772 -1.1166
N -1.2512 -0.6639 -1.5586
C -2.3240 0.1960 -1.3493
N -2.4568 1.3999 -1.7948
H -0.3851 -2.4669 -0.7964
H -1.9822 -2.1365 -0.2083
H -1.7669 -2.7644 -1.9076
H -0.4941 -0.3459 -2.0784
H -3.1507 -0.2823 -0.7849
H -3.3547 1.7029 -1.4227
C 2.8939 1.5743 1.3572
C 2.5412 0.3551 2.2501
C 1.4015 -0.5061 1.6905
H 3.2561 1.2742 0.3815
H 3.7512 2.1891 1.7815
H 1.9734 2.1845 1.2214
H 2.3288 0.7361 3.2901
H 3.4606 -0.3077 2.3946
H 1.1910 -1.3799 2.3413
H 0.4996 0.1108 1.5498
H 1.6814 -0.9188 0.7205
```

Summary:
Charge: -1
2S+1: 2
Energy above the lowest of the compared OMol25 structures with the same formula, charge and spin: 62.11 kJ/mol
Kohn-Sham gap (spin up / spin down): 2.433 / 8.983 eV



Entry from OMol25: a molecular structure, C5H14N2 (the ωB97M-V functional and the def2-TZVPD basis).

Structure (XYZ):
```
21
Properties=species:S:1:pos:R:3
C 0.4033 1.3214 0.1459
C -0.2620 -1.0519 -0.1620
C 1.6229 2.1864 0.2582
C 0.4270 -2.3636 -0.4364
C -1.6936 -0.9726 -0.6173
N 0.5635 0.0378 -0.1989
N -0.8182 2.0209 0.1017
H 1.5337 -0.2457 -0.1092
H -0.3375 -0.5439 2.6298
H -0.4170 -0.8428 1.8696
H -1.6194 1.4508 -0.1223
H -0.7879 2.8197 -0.5219
H 2.5399 1.6062 0.1718
H 1.6433 2.9429 -0.5315
H 1.6296 2.7203 1.2107
H -0.1452 -3.1830 -0.0029
H 1.4224 -2.3920 0.0100
H 0.5300 -2.5717 -1.5105
H -2.1654 -1.9435 -0.4740
H -2.2852 -0.2731 -0.0273
H -1.7842 -0.7225 -1.6834
```

Summary:
Charge: 0
Energy above the lowest of the compared OMol25 structures with the same formula, charge and spin: 336.52 kJ/mol
Kohn-Sham gap (spin up / spin down): 6.504 / 6.525 eV



Entry from OMol25: C5H14N2 in the gas phase (the ωB97M-V functional and the def2-TZVPD basis).

Structure (XYZ):
```
21
Properties=species:S:1:pos:R:3
C 1.6640 -1.3820 -0.8123
C 1.0497 -0.2760 0.0483
C 1.7447 1.0566 -0.2397
C -0.5452 -0.2344 -0.1943
N -0.9755 0.6704 -1.2520
C -1.1773 0.1077 1.1576
N -2.6855 0.2268 0.9637
H 1.4798 -1.2156 -1.8779
H 1.2460 -2.3573 -0.5389
H 2.7473 -1.4415 -0.6592
H 1.2605 -0.5337 1.0939
H 2.8142 0.9940 -0.0083
H 1.6633 1.3305 -1.2978
H 1.3208 1.8677 0.3598
H -0.8679 -1.2435 -0.4738
H -0.7435 1.6313 -1.0015
H -1.9999 0.6586 -1.2596
H -0.9999 -0.6934 1.8806
H -0.8137 1.0575 1.5571
H -3.0575 -0.6858 0.6998
H -3.1245 0.4622 1.8546
```

Summary:
Structure (SMILES): CC(C)[C@H](N)CN
Charge: 0
Energy above the lowest of the compared OMol25 structures with the same formula, charge and spin: 38.00 kJ/mol
Kohn-Sham gap: 10.166 eV



Question: Which value of charge does entry 6 give?
Answer: 0



Question: Which value of charge does entry 6 give?
Answer: 0